a.
A 13-piece molecular cluster, C4H36N2O14 overall. Source: OMol25; level of theory: the ωB97M-V functional and the def2-TZVPD basis.

```
! wB97M-V def2-TZVPD RIJCOSX def2/J DEFGRID3
* xyz 0 1
C -0.53881 -0.43887 -0.41861
N -1.48543 -0.52996 -1.60856
C 0.84409 -0.97273 -0.86040
C 0.94571 -2.47541 -0.54371
O -0.18418 -3.22977 -1.12118
N 1.96680 -0.08389 -0.47057
C 3.12205 0.04883 -1.29996
O 3.98900 -0.97865 -1.25841
H -1.10550 -0.97781 0.42124
H -0.62340 0.64486 -0.05603
H -1.19300 -1.27995 -2.12383
H -1.36687 0.24704 -2.21810
H 0.99118 -0.86749 -2.01719
H 0.85209 -2.67258 0.53535
H 1.91387 -2.94964 -0.84432
H 0.08885 -3.74715 -1.88910
H 1.73210 0.78434 0.10852
H 3.61497 0.91703 -0.86088
H 2.88004 0.21485 -2.35139
H 4.35895 -1.35980 -0.44146
H -1.76938 1.78591 2.73904
H -2.60878 2.90598 3.55075
O -1.84035 2.57272 3.27163
H 0.85777 3.50175 -0.68169
H 0.65270 2.52363 -1.71341
O 1.42124 3.01910 -1.36252
H 2.45429 -2.63365 -4.01066
H 3.31838 -2.38453 -2.85247
O 2.49889 -2.83148 -3.11119
H -3.53926 0.27576 0.55632
H -3.57638 0.09909 -0.90975
O -4.10445 0.46641 -0.13680
H 0.02318 -1.30993 2.36511
H -0.46310 -2.33509 3.56044
O -0.74965 -1.65737 2.90379
H -1.24269 -3.88325 0.12937
H -0.99735 -3.33000 1.40790
O -1.19056 -4.18416 0.96856
H 0.66511 2.49230 2.73921
H 1.95956 3.13369 2.50394
O 1.52818 2.34448 2.37650
H -3.07356 2.83103 -1.30227
H -4.12693 2.32897 -0.44904
O -3.31644 3.00467 -0.39521
H 2.22031 -0.75368 1.69628
H 1.91794 0.07550 2.92571
O 1.88585 -0.77896 2.53322
H -0.85973 2.08064 -3.65771
H -0.26513 1.65976 -2.19220
O -0.22997 1.49972 -3.26802
H -2.96949 0.50956 2.64961
H -1.72096 -0.44167 2.59838
O -2.26822 0.22806 2.13655
H -1.70658 3.38255 0.36554
H -0.57698 3.81967 1.15488
O -0.72985 3.28002 0.44482
*
```

The calculation puts the HOMO energy at -8.8 eV.

b.
A 14-piece molecular cluster, C4H36N2O14 overall. Source: OMol25; level of theory: the ωB97M-V functional and the def2-TZVPD basis.

```
! wB97M-V def2-TZVPD RIJCOSX def2/J DEFGRID3
* xyz 0 1
C 1.23718 0.56036 -1.55662
N 1.23688 0.41175 -0.09689
C 0.20220 -0.22568 0.50658
O 0.09766 -0.25941 1.72287
C 1.23006 1.97123 -2.20842
C 0.63893 1.70195 -3.59415
N 0.46170 3.03436 -1.54583
H 0.50081 -0.18901 -1.85869
H 2.23668 0.25954 -1.91277
H 1.94724 0.75729 0.53385
H -0.40137 -0.79356 -0.21732
H 2.24298 2.36705 -2.20870
H -0.30404 1.19405 -3.47401
H 0.46817 2.68612 -4.04510
H 1.42525 1.10857 -4.07373
H 0.75718 3.06238 -0.57525
H -0.54052 2.88875 -1.47680
H 2.05519 1.31602 4.44312
H 0.82461 2.11319 4.29472
O 1.12793 1.20521 4.21308
H -4.22221 -2.22454 -1.09573
H -3.14886 -2.86324 -1.97397
O -3.73499 -2.11392 -1.92656
H -2.10322 0.17699 -4.10204
H -3.15770 -0.22860 -3.15294
O -2.41724 0.39065 -3.21464
H -3.73524 0.96808 0.69185
H -3.31709 0.58893 2.18437
O -3.26337 0.33231 1.25631
H -4.07160 0.83280 -2.09110
H -3.83980 2.36408 -1.57435
O -4.38256 1.59421 -1.60505
H 2.94416 -0.52936 0.43930
H 4.08074 -1.72200 0.53249
O 3.42229 -1.25026 0.01591
H -2.88184 -2.55526 0.67160
H -2.11841 -3.21123 1.86498
O -2.23347 -3.22287 0.89929
H 2.69017 1.56447 2.38066
H 4.05632 1.81269 1.99690
O 3.22326 1.58957 1.56296
H -0.48125 -0.62967 3.26761
H -0.34740 -0.16385 4.60270
O -0.92055 -0.79166 4.13727
H 0.64595 -2.80550 3.61669
H 1.24975 -1.90193 2.56326
O 1.40740 -2.71079 3.05264
H 1.56787 -2.42185 0.23507
H 0.28517 -3.38725 0.31189
O 0.94993 -3.00611 -0.24560
H -0.13142 2.51303 1.03888
H -1.21663 2.50418 2.16441
O -0.46540 2.99257 1.81018
H 2.36228 -3.10224 -1.98171
H 3.04963 -1.82640 -2.46019
O 2.81062 -2.72621 -2.74327
*
```

The calculation puts the HOMO energy at -9.6 eV.

Verdict on stability: b comes out on top.

a.
One molecule with the formula C3H6FNS. Source: OMol25; level of theory: the ωB97M-V functional and the def2-TZVPD basis.

```
! wB97M-V def2-TZVPD RIJCOSX def2/J DEFGRID3
* xyz 0 1
C -1.56967 -1.95150 1.52786
N -1.19627 -0.86929 0.92768
S -0.14584 -1.02984 -0.42537
C 0.23156 0.58781 -0.96456
C 1.19611 1.30089 -0.04571
F 1.28210 2.65434 -0.50891
H -1.15009 -2.95231 1.35989
H -2.11219 -1.89742 2.49118
H -0.67511 1.19651 -1.20394
H 0.83579 0.43291 -1.86202
H 0.90971 1.36744 1.01710
H 2.21225 0.90318 -0.01544
*
```

The calculation puts the HOMO energy at -9.0 eV. Its SMILES is C=NSCCF.

b.
C3H6FNS as an isolated structure. Source: OMol25; level of theory: the ωB97M-V functional and the def2-TZVPD basis.

```
! wB97M-V def2-TZVPD RIJCOSX def2/J DEFGRID3
* xyz 0 1
C 0.93579 -0.29682 -0.44877
C -0.36437 0.05071 0.15422
C -1.07776 1.46258 0.08381
H 2.19048 -2.16899 -0.21884
H 0.53888 -2.37381 0.46122
H -0.30000 -0.53374 1.29380
H -0.82546 -0.65653 -0.42885
H -0.89171 1.84739 -0.92291
H -0.94694 2.35090 0.94804
N 1.08209 -1.64055 -0.48858
F -2.58295 1.24220 0.16619
S 2.24194 0.71666 -0.59931
*
```

The calculation puts the HOMO energy at -8.8 eV.

Verdict on stability: a comes out on top.